30
Properties=species:S:1:pos:R:3:forces:R:3:lowdin_charge:R:1 method="wB97M-V/def2-TZVPD" homo_lumo_gap_ev=8.98 spin_multiplicity=1 e_homo_ev=-8.1 molar_mass_g_mol=174.24 charge=0 e_tot_ha=-579.3517 e_lumo_ev=0.8523 relative_energy_kj_mol=215.5
C 3.9065 -1.1683 -0.8434 0.92 0.26 -0.12 -0.010
C 2.9313 -0.4801 0.0596 -0.68 -0.20 -0.34 -0.495
C 3.3002 0.8367 0.6836 -0.11 0.14 0.71 -0.197
O 3.5534 1.8090 -0.3161 -0.24 -0.16 0.10 -0.046
C 1.8249 -1.2558 0.6245 -0.61 0.27 -0.08 -0.075
O 1.6096 -0.4029 -0.5174 0.06 -0.32 0.11 -0.050
H 3.4384 -1.9740 -1.4008 -0.20 -0.03 0.06 0.086
H 4.3309 -0.4561 -1.5745 -0.15 -0.27 0.38 0.094
H 4.7311 -1.5995 -0.2583 -0.09 0.15 -0.15 0.092
H 2.4816 1.1644 1.3814 0.57 -0.28 -0.61 0.137
H 4.2121 0.7325 1.2753 0.03 0.09 -0.05 0.130
H 2.7574 1.8122 -0.8634 0.08 0.16 -0.08 0.092
H 1.3034 -0.8590 1.5015 0.26 -0.41 -0.06 0.111
H 1.7315 -2.3370 0.4268 0.13 0.62 0.14 0.125
C -3.0942 -2.4606 -0.0192 0.11 0.29 -0.20 -0.085
O -2.3810 -1.2419 0.1877 -0.08 -0.15 -0.42 -0.170
C -2.8436 -0.1280 -0.4850 -0.08 -0.29 0.34 -0.131
C -2.4942 1.0894 -0.0809 -0.23 0.23 -0.26 -0.337
C -3.0820 2.3414 -0.7012 0.05 -0.36 -0.10 -0.071
C -1.5160 1.2640 1.0385 0.81 0.03 0.10 -0.059
H -2.3695 -3.2695 0.1459 -0.27 0.18 -0.23 0.086
H -3.8984 -2.5728 0.7317 0.14 0.14 -0.45 0.090
H -3.4960 -2.4911 -1.0596 0.17 -0.20 0.75 0.091
H -3.4723 -0.3275 -1.3554 -0.03 0.07 0.26 0.122
H -3.8469 2.1041 -1.4575 0.38 0.08 0.14 0.076
H -3.5733 2.9505 0.0629 0.02 -0.09 0.07 0.074
H -2.3026 2.9780 -1.1356 -0.11 -0.12 -0.09 0.075
H -1.1232 0.2807 1.3679 -0.30 0.68 -0.06 0.070
H -1.9856 1.7903 1.8835 0.23 -0.13 -0.13 0.082
H -0.6336 1.8706 0.6975 -0.76 -0.39 0.27 0.091

***

30
Properties=species:S:1:pos:R:3:forces:R:3:lowdin_charge:R:1 method="wB97M-V/def2-TZVPD" homo_lumo_gap_ev=10.15 spin_multiplicity=1 e_homo_ev=-9.4 molar_mass_g_mol=174.24 charge=0 e_tot_ha=-579.3039 e_lumo_ev=0.7178 relative_energy_kj_mol=340.8
C 4.2416 -3.3971 0.0005 -0.64 0.26 0.94 -0.025
C 2.8596 -2.9291 0.5115 -0.66 -0.38 1.87 -0.437
C 2.0826 -1.8521 -0.3005 1.95 -4.13 -1.97 -0.010
O 2.3016 -3.4921 1.4455 0.66 0.74 -1.10 0.044
H 4.8426 -4.1251 0.6055 -1.53 0.02 -0.43 0.094
H 4.9306 -2.5661 0.0325 -0.04 0.66 -1.00 0.067
H 3.9016 -3.7431 -0.9785 1.17 -0.07 -0.34 0.082
H 1.3796 -1.3201 0.1315 -3.96 1.42 3.65 -0.014
H 1.4906 -2.4771 -1.0455 1.15 1.14 0.12 0.127
H 2.5696 -0.9711 -0.5995 1.89 0.38 -1.74 0.060
C -1.1204 3.3439 -1.0275 -0.78 -6.35 -5.70 0.005
C -0.1534 2.2659 -0.8175 2.51 -0.18 -0.15 -0.518
C 0.1146 1.2029 -1.8335 -1.46 2.59 -2.34 -0.007
O 0.6196 2.2969 0.0935 0.72 0.41 2.37 0.074
H -1.9974 2.9509 -1.5915 0.61 0.26 -0.21 0.122
H -0.7794 4.1479 -1.4925 2.13 3.19 -2.73 0.060
H -1.5364 3.7139 -0.2905 -3.44 3.04 8.12 -0.006
H -0.5314 0.4229 -1.5135 -0.24 -1.41 -0.29 0.061
H 1.1786 1.0079 -2.0585 -0.73 -0.11 0.68 0.097
H -0.3584 1.7409 -2.7205 0.60 -1.55 0.25 0.102
C -3.6994 1.1059 1.3505 3.24 2.11 1.42 -0.015
C -2.6764 0.1159 0.7975 -0.53 -0.69 0.46 -0.501
C -1.5134 -0.2101 1.7095 2.58 -1.58 -2.73 -0.032
O -2.8184 -0.5141 -0.2405 -0.17 1.20 0.71 0.047
H -3.9124 1.1159 2.4485 0.64 -0.40 -0.86 0.101
H -4.5694 1.1419 0.8615 -3.50 -0.71 -2.04 0.019
H -3.3414 2.1679 1.1065 0.16 -1.28 0.56 0.106
H -0.7974 -0.8481 0.9655 -1.65 1.11 1.95 0.115
H -1.8944 -0.9191 2.4725 0.55 0.81 0.01 0.094
H -0.8134 0.6219 1.9785 -1.23 -0.51 0.50 0.086

***

29
Properties=species:S:1:pos:R:3:forces:R:3:lowdin_charge:R:1 method="wB97M-V/def2-TZVPD" homo_lumo_gap_ev=9.47 spin_multiplicity=1 e_homo_ev=-9.0 molar_mass_g_mol=188.19 charge=0 e_tot_ha=-1036.2359 e_lumo_ev=0.4924 relative_energy_kj_mol=199.5
C -2.6126 -0.6541 -1.6152 0.40 0.39 4.14 -0.053
C -1.7674 0.1576 -0.5890 0.21 3.49 -0.12 -0.258
C -0.4614 -0.4187 -0.1324 -2.10 -0.30 2.43 -0.417
C -0.8981 -1.6755 0.6009 2.35 0.89 2.04 -0.165
C 0.3445 -2.3543 0.9937 1.35 -0.18 -2.42 -0.227
C 0.7633 -3.0458 1.9736 0.43 -1.24 3.31 -0.539
P 1.3505 -3.5602 3.4456 -0.33 -1.79 -1.27 0.725
C 0.3592 0.5898 0.6975 -3.02 1.77 -3.03 -0.194
C 1.5945 0.9578 -0.0919 -0.42 1.17 -0.74 -0.604
C 2.4177 1.8766 0.7294 0.57 2.07 -1.17 -0.162
P 1.0893 1.6874 -1.7798 -0.88 -3.26 0.23 0.883
H -2.0083 -1.4215 -1.9891 0.55 -1.32 -0.78 0.058
H -2.7859 0.0725 -2.2967 -1.25 1.57 -2.72 0.029
H -3.5158 -1.0040 -1.0844 0.34 -0.07 -0.76 0.093
H -2.2693 0.3980 0.3607 -0.51 -0.45 -0.26 0.109
H -1.5637 1.2891 -0.9120 -0.46 -2.30 -0.13 0.112
H 0.0865 -0.8317 -0.8965 1.53 -0.35 -2.30 0.085
H -1.4612 -2.2909 0.0172 -1.59 -1.68 -1.92 0.089
H -1.4331 -1.5275 1.4976 -0.99 0.69 1.03 0.122
H 1.1316 -2.2848 0.2194 -0.14 0.08 0.13 0.130
H 1.2146 -5.1093 3.2136 0.02 2.11 0.23 -0.110
H 0.7698 0.2931 1.5865 0.10 -1.14 2.72 0.083
H -0.4467 1.4696 0.8181 2.34 -1.35 0.26 0.159
H 2.2084 0.0590 -0.0973 -0.24 -0.40 -1.12 0.113
H 1.8848 2.6900 1.1474 -0.96 0.57 0.87 0.073
H 3.2666 2.4078 0.3286 0.19 0.13 -1.55 0.073
H 2.9718 1.3637 1.4124 0.79 -1.73 2.83 0.047
H 2.3668 1.8582 -2.1656 1.46 1.13 -0.49 -0.137
H 0.5996 2.8726 -1.3416 0.25 1.50 0.55 -0.116

***

35
Properties=species:S:1:pos:R:3:forces:R:3:lowdin_charge:R:1 method="wB97M-V/def2-TZVPD" homo_lumo_gap_ev=7.85 spin_multiplicity=1 e_homo_ev=-4.6 molar_mass_g_mol=269.68 charge=-1 e_tot_ha=-1433.1636 e_lumo_ev=3.2367
C -3.5637 1.3278 -0.4624 -0.08 0.00 -0.02 -0.109
C -3.1923 0.1531 -1.3589 -0.07 -0.06 0.11 -0.238
C -2.4398 -0.9669 -0.6126 -0.22 0.06 0.15 -0.315
O -1.6494 -0.5092 0.4455 0.18 0.05 -0.35 -0.201
Al 0.0751 -0.1804 0.2096 0.42 -0.10 0.54 0.288
C 0.8009 0.3738 2.0064 -0.34 0.01 -0.27 -0.220
O -0.1557 1.2678 2.6631 0.14 -0.17 0.35 -0.251
O -1.0998 0.4024 3.3218 -0.08 0.39 0.04 -0.073
C 1.0368 -1.8335 -0.4765 -0.26 0.10 -0.27 -0.200
O 2.2493 -1.6002 -1.2398 0.03 -0.07 0.11 -0.237
C 3.2292 -0.9377 -0.4836 0.09 0.03 0.02 -0.312
C 3.8527 -1.8009 0.6288 0.18 0.23 0.01 -0.072
C 0.3952 1.2854 -1.2040 -0.21 0.30 -0.35 -0.167
C 0.1102 2.6662 -0.8413 0.09 -0.33 -0.23 -0.846
O -0.7829 3.3815 -1.1536 -0.32 0.15 0.09 0.011
Cl 1.3863 3.3773 0.2730 0.23 0.10 0.10 0.555
H -2.6890 1.7441 0.0319 0.02 -0.01 -0.02 0.056
H -4.2688 1.0156 0.3131 0.03 -0.01 0.02 0.072
H -4.0303 2.1247 -1.0445 -0.02 0.00 0.01 0.068
H -4.1152 -0.2857 -1.7547 0.08 0.01 -0.18 0.095
H -2.6101 0.5004 -2.2169 0.04 0.09 0.08 0.092
H -3.1911 -1.6647 -0.2133 0.04 -0.01 0.04 0.107
H -1.8458 -1.5355 -1.3457 -0.06 -0.04 -0.01 0.096
H 0.9622 -0.4687 2.6900 0.13 0.05 0.01 0.058
H 1.7299 0.9550 1.9727 -0.03 0.00 0.04 0.037
H -1.8866 0.5599 2.7820 0.05 -0.26 -0.21 0.075
H 0.3842 -2.3804 -1.1678 0.05 -0.03 -0.01 0.055
H 1.2429 -2.5486 0.3363 0.02 0.03 0.00 0.056
H 2.8241 -0.0147 -0.0446 -0.05 -0.04 -0.01 0.083
H 4.0054 -0.6360 -1.1908 -0.03 -0.02 -0.05 0.111
H 3.7106 -1.3503 1.6119 -0.14 -0.11 0.04 0.065
H 4.9311 -1.8936 0.4837 -0.01 -0.09 -0.04 0.059
H 3.4204 -2.8007 0.6282 -0.01 0.02 0.00 0.068
H -0.2592 1.0609 -2.0536 0.05 -0.09 0.02 0.073
H 1.4330 1.2117 -1.5332 0.05 -0.18 0.24 0.063